The following is a quantum chemistry calculation of a cluster of 2 separate species, C7H11NO in total, from OMol25.

Results
Strongest force on any atom ... 0.088 hartree/bohr
HOMO (alpha / beta) ... -8.34 / -8.34 eV
Molar mass ... 125.171 g mol⁻¹
Frontier orbital gap (alpha / beta) ... 8.78 / 8.78 eV
Energy relative to the best compared isomer or geometry (same formula, charge and spin) ... 6.0934 eV

ORCA input file:
```
! RIJCOSX wB97M-V def2-TZVPD def2/J DEFGRID3
* xyz 0 1
C -2.5376 -2.0385 -0.7263
C -1.6423 -1.1714 -0.2491
C 2.1578 0.3179 0.0230
C -1.6113 0.9761 1.1264
C -1.7733 0.3204 -0.2067
C -0.5630 1.0572 0.0402
C 3.4641 -0.3670 0.0680
N 1.1578 -0.2280 0.4961
O -0.1213 2.1741 -0.6349
H -2.5019 -3.1465 -0.5855
H -3.4383 -1.8028 -1.4373
H -0.6654 -1.4062 0.2609
H 2.3409 1.4668 -0.4004
H -2.1829 1.7343 1.4033
H -1.3019 0.2761 1.7861
H -2.5567 0.7566 -0.8802
H 3.7983 -0.4535 -1.0121
H 4.2510 0.1469 0.5695
H 3.3629 -1.4249 0.3857
H 0.3631 2.8125 -0.0267
*
```


The following is a quantum chemistry calculation of the molecule C7H11NO, from OMol25.

Results
Strongest force on any atom ... 0.056 hartree/bohr
HOMO ... -8.90 eV
Molar mass ... 125.171 g mol⁻¹
Frontier orbital gap ... 9.75 eV
Energy relative to the best compared isomer or geometry (same formula, charge and spin) ... 3.2126 eV

ORCA input file:
```
! RIJCOSX wB97M-V def2-TZVPD def2/J DEFGRID3
* xyz 0 1
C 2.3450 -1.5218 -0.3433
C 2.2756 -0.2101 -0.1396
C 1.0514 0.4313 0.4407
N 0.0665 -0.5729 0.9339
C -1.0500 0.3387 0.5098
C -2.2439 -0.4654 -0.0724
C -2.0789 -1.7697 -0.4343
C -0.1091 1.0916 -0.4873
O -0.2012 2.4668 -0.4655
H 1.3927 -2.0917 -0.1758
H 3.2054 -1.9490 -0.8242
H 3.0388 0.4835 -0.4406
H 1.4020 1.2149 1.1613
H 0.0818 -0.7813 1.9199
H -1.3288 1.1396 1.1869
H -3.2489 0.0268 -0.2096
H -1.0700 -2.2220 -0.4879
H -2.8584 -2.4201 -0.7032
H -0.1729 0.7505 -1.4953
H -0.4378 2.7568 0.4132
*
```